(1)
{"formula": "C3H5O2P", "method": "ωB97M-V with the def2-TZVPD basis set", "homo_ev": [-8.74, -8.74], "lumo_ev": [-0.967, -0.967], "total_charge": 0, "symbols": ["C", "C", "C", "O", "O", "P", "H", "H", "H", "H", "H"], "coordinates": [[0.63800, 0.78628, -0.34989], [-2.20509, 0.07031, 1.51399], [1.57204, -0.15316, -1.10780], [-0.35540, -1.53852, 0.56092], [-2.74650, 1.04859, 2.00070], [-0.58285, -0.08396, 0.43142], [0.83160, 1.91607, -0.44224], [-2.47704, -0.93061, 1.81132], [1.55501, -1.20680, -0.89419], [2.53230, 0.26149, -1.33419], [1.23793, -0.16969, -2.19004]], "forces_ev_per_angstrom": [[-0.54, 0.88, 0.49], [-0.40, 3.73, 1.39], [-1.20, 0.71, -2.59], [-0.43, -0.70, -0.04], [1.37, -2.09, -1.58], [1.18, 0.21, -0.25], [-0.85, -2.05, 0.26], [-0.02, -0.85, -0.31], [0.24, -0.10, 0.88], [0.95, 0.19, 0.95], [-0.29, 0.06, 0.80]], "mulliken_charge": [-0.264, 0.075, -1.006, -0.606, -0.389, 0.577, 0.294, 0.373, 0.316, 0.349, 0.281]}

***

(2)
{"formula": "C3H5O2P", "method": "ωB97M-V with the def2-TZVPD basis set", "homo_ev": -8.74, "lumo_ev": 0.208, "total_charge": 0, "symbols": ["C", "C", "C", "O", "O", "P", "H", "H", "H", "H", "H"], "coordinates": [[-0.25549, 1.28756, -0.33264], [1.17540, -0.60294, 0.46536], [-0.02493, -0.20114, -0.36204], [-1.22389, 1.61576, 0.33549], [-2.63342, -0.83276, -0.66840], [-1.76087, -0.62883, 0.41932], [0.51977, 1.82744, -0.87762], [0.86813, -0.19859, 1.56867], [2.14148, -0.07467, 0.25333], [1.17240, -1.71692, 0.55544], [0.02141, -0.47490, -1.35691]], "forces_ev_per_angstrom": [[0.00, -2.64, 0.78], [-0.96, 0.87, 3.20], [-0.77, 1.21, 1.45], [0.52, 1.47, -0.67], [-3.22, -0.69, -3.96], [3.67, 0.43, 3.85], [-0.38, 1.48, 0.13], [1.00, -1.10, -2.17], [-0.75, -0.95, -0.16], [0.73, 0.95, -0.19], [0.16, -1.03, -2.25]], "mulliken_charge": [0.137, -1.016, -0.239, -0.458, -0.429, 0.258, 0.348, 0.279, 0.312, 0.292, 0.515]}

***

(3)
{"formula": "C3H5O2S4", "method": "ωB97M-V with the def2-TZVPD basis set", "homo_ev": -2.87, "lumo_ev": 3.137, "total_charge": -1, "symbols": ["C", "C", "C", "O", "O", "S", "S", "S", "S", "H", "H", "H", "H", "H"], "coordinates": [[-2.17742, -0.72727, -0.38799], [0.98738, -0.01829, -0.67733], [-0.06234, 0.47135, 0.20582], [-2.31841, -1.20320, 0.68564], [-2.29051, -0.35452, -1.46014], [2.82068, 0.08065, -0.12172], [0.72077, -1.82531, -0.89310], [-0.28199, 2.25649, -0.07980], [0.18761, 0.06983, 1.96310], [0.86314, 0.34363, -1.72654], [2.82230, 1.40794, -0.14429], [1.21403, -1.90021, 0.29091], [-1.66735, 2.36374, 0.38106], [-0.81789, -0.96483, 1.96437]], "forces_ev_per_angstrom": [[0.80, -0.66, 3.72], [-0.11, -0.70, -1.39], [-0.17, 1.28, 0.96], [-0.57, -0.03, -1.15], [-0.56, 0.65, -2.77], [-0.53, 0.01, -0.72], [0.18, -0.14, -1.28], [-2.06, -0.05, 0.95], [-1.44, -1.42, -0.61], [0.35, 0.24, 0.95], [0.11, 0.44, 0.14], [0.41, -0.98, 1.73], [2.11, -0.14, -0.83], [1.48, 1.52, 0.30]], "mulliken_charge": [0.882, -0.743, -0.063, -0.559, -0.395, -0.174, -0.224, -0.349, -0.238, 0.465, 0.085, 0.113, 0.063, 0.138]}

***

(4)
{"formula": "C3H5O2Se", "method": "ωB97M-V with the def2-TZVPD basis set", "homo_ev": -1.94, "lumo_ev": 3.722, "total_charge": -1, "symbols": ["C", "C", "C", "O", "O", "Se", "H", "H", "H", "H", "H"], "coordinates": [[-2.22896, -0.18816, -0.06436], [1.16827, 1.23399, -0.78846], [0.20728, -1.26482, 1.02538], [-2.71193, 0.14824, 0.93248], [-2.13204, -0.42325, -1.19445], [1.63471, -0.74659, -0.11536], [0.80803, 1.01819, -1.88423], [0.48079, 1.85565, -0.22511], [2.20258, 1.58051, -0.70143], [0.15326, -2.28320, 0.91971], [0.41801, -0.93055, 2.09583]], "forces_ev_per_angstrom": [[-0.29, -0.32, 0.01], [0.40, -2.48, -1.84], [0.00, 3.27, 1.14], [-0.11, 0.46, 1.42], [0.80, -0.32, -1.14], [-0.34, 1.63, -0.03], [0.74, 0.92, 2.09], [-0.15, -0.38, 0.25], [-0.39, 0.46, -0.50], [-0.45, -2.63, -0.15], [-0.21, -0.61, -1.25]], "mulliken_charge": [0.406, -0.912, -0.955, -0.280, -0.304, -0.116, 0.172, 0.306, 0.274, 0.264, 0.145]}

***

(5)
{"formula": "C3H5O3", "method": "ωB97M-V with the def2-TZVPD basis set", "homo_ev": -14.28, "lumo_ev": -5.757, "total_charge": 1, "symbols": ["C", "C", "C", "O", "O", "O", "H", "H", "H", "H", "H"], "coordinates": [[-2.76389, 0.65382, 0.18070], [1.00875, 0.66244, -0.31578], [1.33348, -0.68024, -0.06092], [0.69267, 1.69212, -0.53403], [2.64013, -0.57122, 0.53727], [-1.66736, 0.21926, 0.10861], [-2.85444, 1.72818, 0.26419], [-3.63910, -0.02814, -0.14850], [1.43780, -1.38980, -0.84282], [0.54146, -1.09183, 0.59259], [3.27049, -1.19460, 0.21869]], "forces_ev_per_angstrom": [[-2.40, -0.42, -2.01], [-0.94, -0.08, -1.15], [2.39, -2.09, 2.38], [0.07, 1.48, -0.04], [-1.71, 1.37, 1.09], [2.69, -1.34, 0.37], [-0.84, 0.55, 0.60], [0.73, 1.13, 1.03], [-0.71, 0.07, -1.70], [0.21, 0.32, 0.18], [0.52, -0.98, -0.75]], "mulliken_charge": [-0.099, 0.629, -0.182, 0.071, -0.469, -0.390, 0.245, 0.232, 0.340, 0.276, 0.348]}

***

(6)
{"formula": "C3H5O3", "method": "ωB97M-V with the def2-TZVPD basis set", "homo_ev": [-11.16, -18.18], "lumo_ev": [-4.377, -7.003], "total_charge": 1, "multiplicity": 3, "symbols": ["C", "C", "C", "O", "O", "O", "H", "H", "H", "H", "H"], "coordinates": [[-0.34021, -1.99819, -1.18089], [-0.57840, 1.38998, -0.68646], [0.68180, 0.92890, 1.44028], [-1.36320, 1.33484, -1.49176], [0.23995, 1.56914, 0.16542], [-0.50489, -0.97160, -0.54473], [-0.97855, -2.77723, -0.94900], [0.38041, -1.87890, -2.01827], [1.78733, 0.72733, 1.38645], [0.00399, 0.04588, 1.61617], [0.67177, 1.62985, 2.26280]], "forces_ev_per_angstrom": [[2.34, -2.13, -3.00], [-0.28, -0.37, 0.64], [0.82, -1.94, 1.35], [-0.12, 0.43, -0.47], [0.61, 0.92, -0.11], [-0.50, 4.46, 3.05], [-1.24, -2.14, -0.07], [-0.44, -0.64, 0.10], [-1.32, -0.31, -0.86], [1.08, 1.00, -0.31], [-0.94, 0.73, -0.32]], "mulliken_charge": [-0.430, 0.889, -0.458, -0.123, -0.181, -0.268, 0.363, 0.299, 0.285, 0.328, 0.296]}

***

(7)
{"formula": "C3H5O3P", "method": "ωB97M-V with the def2-TZVPD basis set", "homo_ev": -8.35, "lumo_ev": 0.398, "total_charge": 0, "symbols": ["C", "C", "C", "O", "O", "O", "P", "H", "H", "H", "H", "H"], "coordinates": [[-1.30928, 0.87235, 0.00361], [-0.25887, -0.15184, -0.46280], [0.41469, -0.81996, 0.67432], [-1.87504, 0.63395, 1.11612], [-0.22489, -1.41954, 1.51910], [1.74912, -0.71965, 0.56984], [1.01173, 0.91897, -1.41281], [-0.76785, -0.81098, -1.10046], [-1.60368, -0.23322, 1.46900], [2.14491, -1.45184, 1.05809], [0.50638, 2.10645, -0.91421], [0.21280, 1.07530, -2.51978]], "forces_ev_per_angstrom": [[-0.53, 0.91, -1.32], [1.25, 2.64, 0.94], [-0.72, -0.98, -0.98], [-0.36, -0.20, 0.51], [0.90, 0.18, 0.17], [-0.15, -0.79, 0.77], [0.34, -0.79, -0.09], [-0.57, -1.12, -0.88], [0.23, -0.59, 0.75], [0.22, 0.09, 0.54], [-0.05, 0.62, 0.41], [-0.57, 0.02, -0.82]], "mulliken_charge": [-0.478, -0.011, 0.540, -0.182, -0.636, -0.402, -0.106, 0.389, 0.356, 0.383, 0.088, 0.061]}

***

(8)
{"formula": "C3H5O3Pt", "method": "ωB97M-V with the def2-TZVPD basis set", "homo_ev": [-18.58, -18.28], "lumo_ev": [-10.463, -13.620], "total_charge": 2, "multiplicity": 4, "symbols": ["H", "O", "C", "H", "O", "Pt", "O", "C", "C", "H", "H", "H"], "coordinates": [[1.05487, 0.46219, -3.02296], [0.42654, 0.51537, -1.08648], [0.62815, -0.12964, -2.21042], [-2.13896, 1.38634, 2.13216], [1.26763, 0.19355, -0.10139], [0.78063, 0.70415, 1.37618], [-0.30376, 0.72593, 2.70835], [-1.48588, 0.95104, 2.92839], [0.49223, -1.50592, -2.21042], [-1.88060, 0.82336, 3.94892], [0.52602, -2.03575, -3.16059], [0.63312, -2.09063, -1.30174]], "forces_ev_per_angstrom": [[-0.81, 0.13, -0.05], [-1.77, 2.47, 0.86], [0.53, -5.00, -3.15], [0.39, -0.35, 0.41], [5.87, -3.25, -9.85], [1.92, 1.74, 4.64], [-4.92, 1.09, 7.07], [-1.84, 1.01, 0.67], [1.36, 2.31, -0.53], [0.11, -0.37, -0.23], [0.11, 0.13, 0.17], [-0.96, 0.08, 0.00]], "mulliken_charge": [0.385, -0.020, 0.072, 0.258, 0.011, 0.966, -0.212, 0.152, -0.437, 0.316, 0.287, 0.221]}

***

(9)
{"formula": "C3H5O3Rb", "method": "ωB97M-V with the def2-TZVPD basis set", "homo_ev": -19.92, "lumo_ev": -7.031, "total_charge": 2, "symbols": ["H", "O", "C", "C", "O", "O", "C", "Rb", "H", "H", "H", "H"], "coordinates": [[-0.57676, 0.33030, -1.85004], [-0.51058, 0.15793, -0.89028], [0.19428, 1.07119, 0.03392], [-0.79607, -1.13742, -0.24164], [0.72186, 2.04815, -0.37602], [0.28652, 0.44150, 1.13499], [-0.54782, -0.75523, 1.21199], [4.59008, 3.08457, -1.43124], [-0.08395, -1.86518, -0.63721], [-1.83396, -1.39645, -0.45973], [0.01677, -1.51104, 1.76230], [-1.46034, -0.46833, 1.74298]], "forces_ev_per_angstrom": [[0.02, 0.06, 0.09], [-0.59, 0.06, 0.05], [2.21, 1.33, -1.13], [-0.16, -0.55, -0.25], [-1.05, -0.83, 0.21], [-0.45, -0.43, 0.79], [-0.22, 0.05, 0.36], [0.16, 0.17, -0.01], [-0.17, 0.13, 0.03], [0.22, -0.02, 0.04], [-0.16, 0.19, -0.10], [0.20, -0.16, -0.08]], "mulliken_charge": [0.453, -0.181, 0.635, -0.192, -0.415, -0.219, -0.312, 0.994, 0.299, 0.311, 0.316, 0.312]}

***

(10)
{"formula": "C3H5O3S", "method": "ωB97M-V with the def2-TZVPD basis set", "homo_ev": -2.43, "lumo_ev": 3.985, "smiles": "CCC(=O)OS[O-]", "total_charge": -1, "symbols": ["C", "C", "C", "O", "O", "O", "S", "H", "H", "H", "H", "H"], "coordinates": [[-0.34059, -1.18239, 0.40306], [0.95910, 0.87475, -0.36989], [1.00704, -0.48365, 0.32331], [-0.36543, -2.38541, 0.44377], [-3.15569, 1.47786, -0.64614], [-1.24291, -0.28892, 0.57027], [-2.91831, 0.06184, -0.09831], [0.35394, 0.86200, -1.26202], [2.01042, 1.10702, -0.80754], [0.56902, 1.65664, 0.22600], [1.32213, -0.49621, 1.38604], [1.80129, -1.20353, -0.16856]], "forces_ev_per_angstrom": [[1.84, 0.69, -0.21], [2.57, -0.63, -1.29], [1.85, -1.51, -0.56], [-1.07, -1.17, -0.11], [0.94, -0.69, 0.42], [-0.95, 0.96, 0.32], [-1.46, -0.11, -0.45], [-0.52, -0.35, -0.23], [-1.50, 0.03, 1.10], [-0.11, 0.82, 0.73], [0.08, 0.64, -0.42], [-1.67, 1.32, 0.69]], "mulliken_charge": [0.555, -0.965, -0.233, -0.658, -0.570, -0.435, 0.017, 0.296, 0.283, 0.290, 0.199, 0.221]}

***

(11)
{"formula": "C3H5O3Sr", "method": "ωB97M-V with the def2-TZVPD basis set", "homo_ev": [-5.99, -5.99], "lumo_ev": [-0.632, -0.985], "total_charge": 0, "multiplicity": 2, "symbols": ["H", "O", "C", "C", "O", "O", "C", "Sr", "H", "H", "H", "H"], "coordinates": [[-5.21128, -1.48104, -0.06090], [-1.96461, -0.74259, -0.96820], [-1.37824, 0.11112, -0.22278], [-3.59701, -0.96109, -0.27234], [-0.18229, 0.44407, -0.29116], [-2.13526, 0.63990, 0.72114], [-3.31884, -0.13954, 0.98825], [1.72209, 0.55458, -1.95381], [-3.49464, -2.03745, -0.09707], [-4.15331, -0.39341, -1.02609], [-3.10946, -0.77594, 1.85385], [-4.11692, 0.57729, 1.20459]], "forces_ev_per_angstrom": [[0.84, 0.78, 0.82], [3.01, 1.13, -0.23], [-1.28, -1.76, -1.05], [-4.63, -1.07, 1.79], [1.82, 0.79, -0.82], [0.45, 0.76, 0.94], [-0.66, -0.21, -0.66], [-1.11, -0.14, 0.86], [0.40, 0.70, -1.28], [1.00, -0.88, -0.29], [-0.12, 0.16, -0.11], [0.28, -0.27, 0.01]], "mulliken_charge": [0.351, -0.514, 0.364, -0.958, -0.628, -0.292, -0.215, 0.962, 0.256, 0.228, 0.234, 0.213]}

***

(12)
{"formula": "C3H5O4Rh", "method": "ωB97M-V with the def2-TZVPD basis set", "homo_ev": [-20.07, -20.62], "lumo_ev": [-9.091, -14.464], "total_charge": 2, "multiplicity": 5, "symbols": ["O", "C", "O", "O", "H", "C", "O", "C", "H", "H", "H", "H", "Rh"], "coordinates": [[2.70101, -0.69821, 1.06838], [1.78616, -0.73155, 1.95106], [1.54445, 0.05222, 2.84700], [0.70733, -1.42455, 1.36541], [-0.00371, -1.64749, 1.97717], [-0.67092, 0.54318, -1.83092], [0.33688, -0.15433, -1.68719], [-1.52664, 1.01808, -0.72920], [-1.09025, 0.61592, -2.85057], [-1.04616, 1.98393, -0.43584], [-1.71724, 0.16486, -0.05834], [-2.52384, 1.25307, -1.13347], [1.50293, -0.97513, -0.48350]], "forces_ev_per_angstrom": [[0.76, 0.21, 3.35], [0.00, -0.97, -5.42], [0.00, 1.03, 2.74], [0.20, -0.21, 3.75], [-0.84, -0.36, 0.32], [-1.90, -1.03, -0.85], [-1.27, 1.41, -1.63], [-0.16, 0.37, -0.92], [0.72, 0.35, -0.01], [-0.49, -0.69, 0.80], [0.65, 0.74, 0.56], [0.44, 0.21, -0.02], [1.90, -1.07, -2.69]], "mulliken_charge": [-0.526, 1.069, 0.016, -0.445, 0.378, 0.310, -0.675, -0.897, 0.416, 0.339, 0.293, 0.352, 1.369]}

***

Values for relative energy (zero: lowest compared OMol25 entry of this formula, charge and spin), eV, ordered as above
2.7438, 1.6283, 1.1127, 2.0267, 1.4001, 0.0000, 4.1294, 3.6727, 0.0000, 1.4404, 3.6237, 0.6427